12
Properties=species:S:1:pos:R:3:forces:R:3:mulliken_spin:R:1 method="wB97M-V/def2-TZVPD" charge=+1 homo_lumo_gap_ev="6.7302 / 6.7638" e_homo_ev="-11.5 / -11.5" spin_multiplicity=7 e_lumo_ev="-4.81 / -4.78" fmax_ev_per_a=2.6 total_energy_ha=-1162.82030
O 0.687522 1.974899 -0.577115 -0.82 0.07 1.34 -0.001
C 1.950901 1.395301 -0.447318 0.56 -0.02 -1.18 0.001
C 2.003838 0.147123 0.452242 0.77 0.37 0.85 -0.001
O 0.728049 -0.418888 0.482516 -1.78 -1.86 -0.58 -0.012
Sm -0.765588 -1.843028 -0.658457 1.96 -0.68 -0.10 6.032
H 2.748188 2.103110 -0.150591 -0.39 -0.09 0.04 0.000
H 2.216463 1.059991 -1.473367 0.22 0.00 0.31 0.000
H 2.247403 0.324390 1.516290 0.19 0.55 -0.33 -0.001
H 2.812403 -0.526170 0.115690 -0.47 -0.02 -0.16 -0.001
Mg -0.572131 1.082683 0.553110 1.22 0.44 -0.73 -0.006
O -1.922736 -0.252516 0.221744 -1.04 0.87 0.34 -0.006
H -2.869440 -0.241420 0.097900 -0.43 0.39 0.20 -0.005

32
Properties=species:S:1:pos:R:3:forces:R:3:nbo_charge:R:1 method="wB97M-V/def2-TZVPD" charge=0 homo_lumo_gap_ev=8.6962 smiles="CC1=C([Si](C)(C)C)c2ccccc2C1" e_homo_ev=-7.9 e_above_lowest_kj_mol=59.68 e_lumo_ev=0.84 fmax_ev_per_a=4.5 total_energy_ha=-795.60943
C 1.709918 2.030657 -2.396749 0.03 2.08 0.24 -0.205
C 2.734081 2.587356 -1.582663 0.26 -0.92 -0.84 -0.230
C 0.819706 1.142271 -1.872194 0.62 -1.15 1.28 -0.226
C 2.916061 2.132101 -0.281684 -0.95 -0.99 -0.27 -0.193
C 0.980327 0.730293 -0.536578 -0.92 -1.31 0.74 -0.029
C 2.046928 1.146528 0.240317 0.74 1.97 -0.25 -0.019
C 0.056861 -0.165913 0.279640 2.54 0.51 3.67 -0.505
C 0.659118 -0.174849 1.637468 -1.01 0.74 -3.53 0.139
C 1.971623 0.692772 1.670037 -1.91 -1.94 -1.11 -0.485
C 0.357103 -0.805896 2.982901 -0.66 -2.44 -2.55 -0.666
C -1.786848 -2.596423 0.629883 1.47 -2.10 -1.42 -1.102
C -1.571015 -1.254005 -2.150118 -0.35 -0.19 -0.66 -1.146
C -3.129467 0.148636 -0.037363 3.92 0.71 -0.15 -1.054
Si -1.529896 -0.962466 -0.382994 -0.86 -0.27 3.15 1.621
H 1.425160 2.560879 -3.320662 0.74 -0.77 0.03 0.213
H 3.498005 3.170425 -2.109031 -0.45 0.32 0.59 0.214
H 0.156351 0.564128 -2.466141 -0.76 0.37 -0.54 0.208
H 3.671461 2.499921 0.370521 0.74 0.38 0.15 0.208
H 2.736402 -0.054853 1.994811 -0.08 1.10 -0.12 0.237
H 1.789761 1.529839 2.346742 0.51 -0.11 0.21 0.240
H -0.070312 -0.147564 3.659746 -0.39 1.57 1.42 0.225
H 1.271772 -1.261651 3.325698 0.39 0.16 0.55 0.219
H -0.360016 -1.657868 2.940996 0.36 0.57 -0.30 0.221
H -2.057737 -2.319791 1.629399 -0.48 -0.01 0.57 0.224
H -2.564870 -3.289974 0.154411 0.74 1.16 0.77 0.236
H -0.845176 -3.326663 0.755752 -1.75 1.84 -0.44 0.236
H -0.848540 -1.960124 -2.489576 0.55 -0.49 -0.47 0.247
H -2.568383 -1.565004 -2.426867 -0.32 -0.47 0.00 0.247
H -1.461907 -0.318586 -2.641751 0.26 0.76 -0.67 0.237
H -3.551158 0.189053 -1.023379 -0.59 0.80 -0.22 0.225
H -3.724329 -0.359012 0.639271 -1.44 -0.96 1.28 0.225
H -2.730986 1.095781 0.460156 -0.96 -0.91 -1.13 0.241

57
Properties=species:S:1:pos:R:3:forces:R:3:nbo_charge:R:1 method="wB97M-V/def2-TZVPD" charge=0 homo_lumo_gap_ev=8.5691 smiles="Cc1ccc(-c2c3c(=O)n(C)c(=O)n(C)c3cn2CCCN2CCOCC2)cc1" e_homo_ev=-8.0 e_above_lowest_kj_mol=162.88 e_lumo_ev=0.60 fmax_ev_per_a=0.7 total_energy_ha=-1299.91969
C -0.444102 -5.893728 -0.252916 -0.06 -0.01 -0.01 -0.628
C -0.723192 -4.436743 -0.045817 0.03 0.05 0.02 -0.009
C -0.739432 -3.884819 1.228342 0.03 -0.06 -0.02 -0.210
C -1.020120 -2.544841 1.417971 -0.09 0.09 -0.09 -0.221
C -1.288272 -1.719402 0.329019 0.18 -0.27 0.02 -0.030
C -1.284396 -2.271843 -0.948729 0.05 0.05 0.09 -0.179
C -1.003782 -3.611060 -1.128929 0.02 -0.02 0.05 -0.202
H -1.007048 -4.027424 -2.125861 0.01 -0.04 -0.11 0.210
H -1.509372 -1.644239 -1.796731 -0.05 0.06 -0.08 0.223
C -1.605920 -0.305592 0.512268 -0.49 0.17 -0.11 0.257
C -2.740136 0.382749 0.090988 0.50 0.19 0.26 -0.281
C -2.599860 1.724516 0.527356 0.29 -0.56 -0.08 0.142
C -1.399940 1.819204 1.182191 -0.36 0.53 0.01 -0.142
N -0.818291 0.576666 1.176710 -0.42 -0.36 -0.07 -0.317
C 0.532243 0.343053 1.616935 0.65 -0.03 -0.23 -0.198
H 0.709204 0.922402 2.527627 -0.06 -0.10 -0.02 0.204
H 0.655370 -0.717448 1.843389 -0.05 0.16 0.08 0.222
C 1.536616 0.746913 0.532688 0.12 -0.17 0.29 -0.415
C 2.969396 0.452663 0.974803 -0.23 0.16 -0.12 -0.210
N 3.939181 1.115785 0.122841 0.09 -0.05 0.09 -0.439
C 5.258266 1.167452 0.732871 0.19 0.18 -0.22 -0.248
C 6.195787 1.971533 -0.167692 -0.02 -0.03 0.41 -0.073
O 6.293423 1.398726 -1.449032 0.13 -0.11 -0.06 -0.521
C 5.021385 1.320183 -2.045717 -0.34 -0.18 -0.10 -0.072
C 4.049457 0.505058 -1.192430 0.17 0.23 -0.18 -0.256
H 3.071281 0.503427 -1.673459 0.00 -0.05 -0.05 0.206
H 4.413040 -0.535851 -1.119967 -0.05 0.02 -0.01 0.169
H 5.166844 0.849558 -3.019393 -0.08 0.05 0.04 0.195
H 4.611986 2.332292 -2.184293 0.01 -0.09 -0.03 0.166
H 7.206972 1.984389 0.242352 -0.08 0.05 0.02 0.194
H 5.818054 3.002111 -0.247393 0.05 -0.06 0.04 0.166
H 5.180983 1.659260 1.704930 0.03 -0.03 0.01 0.202
H 5.676663 0.155628 0.878622 0.00 0.04 0.03 0.168
H 3.108114 0.844651 1.986691 0.02 -0.06 0.02 0.193
H 3.130975 -0.639706 1.011628 0.04 0.03 0.06 0.168
H 1.447668 1.813617 0.322248 -0.02 0.02 -0.04 0.216
H 1.295492 0.197445 -0.378356 -0.06 0.02 -0.05 0.208
H -0.917855 2.651085 1.652697 0.11 0.17 0.10 0.219
N -3.575158 2.660085 0.277380 0.02 0.11 0.06 -0.413
C -4.723851 2.318099 -0.390590 0.06 0.30 0.10 0.802
O -5.593680 3.136947 -0.614929 -0.15 0.10 -0.05 -0.646
N -4.842827 0.996313 -0.797464 -0.20 -0.19 -0.14 -0.464
C -3.926450 -0.041507 -0.609395 0.10 0.00 0.07 0.682
O -4.170770 -1.156185 -1.023793 -0.02 -0.06 -0.03 -0.600
C -6.061565 0.629386 -1.499153 -0.28 -0.05 -0.16 -0.416
H -6.686510 1.514236 -1.583776 0.08 -0.12 0.01 0.243
H -6.579909 -0.152551 -0.944011 0.01 0.02 -0.08 0.211
H -5.810460 0.243478 -2.487246 -0.06 -0.01 0.05 0.210
C -3.394860 4.019184 0.731191 -0.12 0.17 -0.02 -0.414
H -4.271617 4.589311 0.429875 0.14 -0.02 0.07 0.255
H -2.500719 4.450839 0.278087 0.02 0.01 0.01 0.197
H -3.295740 4.043206 1.817883 0.02 0.01 0.02 0.197
H -1.064500 -2.143756 2.421370 0.01 0.05 0.07 0.212
H -0.540217 -4.513081 2.085231 0.02 -0.07 0.07 0.209
H 0.048778 -6.325280 0.614976 0.04 -0.07 0.02 0.215
H 0.182853 -6.046644 -1.129059 0.05 -0.07 -0.03 0.218
H -1.379486 -6.429778 -0.415026 -0.01 -0.10 -0.01 0.224

22
Properties=species:S:1:pos:R:3:forces:R:3:nbo_charge:R:1 method="wB97M-V/def2-TZVPD" charge=0 homo_lumo_gap_ev=8.4709 e_homo_ev=-7.7 e_above_lowest_kj_mol=190.90 e_lumo_ev=0.73 fmax_ev_per_a=0.8 total_energy_ha=-383.62800
C -1.269244 0.580164 1.621903 -0.29 0.28 0.20 -0.209
C -0.717649 1.456969 0.475520 0.17 -0.25 0.31 -0.430
C 0.363221 0.815108 -0.366841 -0.50 0.07 -0.57 -0.099
C -0.009967 -0.004916 -1.355557 0.20 -0.21 0.00 -0.004
N 0.838816 -0.661975 -2.238929 0.70 -0.22 0.08 -0.837
C 1.799739 1.182955 -0.146053 0.10 0.12 -0.37 -0.641
N -2.568855 -0.039021 1.361105 -0.17 -0.04 -0.08 -0.845
H -0.567836 -0.216664 1.852417 0.20 -0.05 0.03 0.186
H -1.358187 1.181654 2.538489 0.01 -0.02 -0.21 0.175
H -1.546700 1.768176 -0.158656 -0.17 -0.07 -0.08 0.203
H -0.357347 2.383663 0.910271 0.31 0.19 0.04 0.209
H -1.042837 -0.312640 -1.454437 -0.18 0.25 -0.11 0.185
H 0.504905 -0.986705 -3.128658 -0.25 0.15 0.11 0.383
H 1.803092 -0.356817 -2.270010 -0.32 -0.05 -0.02 0.378
H 1.992885 1.323049 0.908977 0.14 0.16 0.28 0.218
H 2.104632 2.091532 -0.691053 -0.25 -0.02 0.28 0.213
H 2.483624 0.414183 -0.497346 0.04 -0.25 0.10 0.206
H -3.108324 0.443172 0.647625 0.20 -0.11 0.19 0.353
H -2.498164 -1.014225 1.116538 0.02 0.01 -0.15 0.357
H 0.831680 -3.409773 -0.463602 0.55 0.00 0.46 0.471
H 0.898219 -3.138594 1.029894 0.10 0.00 0.04 0.466
O 1.424299 -3.499301 0.308397 -0.62 0.07 -0.52 -0.937

17
Properties=species:S:1:pos:R:3:forces:R:3:nbo_charge:R:1 method="wB97M-V/def2-TZVPD" charge=0 homo_lumo_gap_ev="7.0152 / 6.2145" e_homo_ev="-7.0 / -6.4" e_above_lowest_kj_mol=407.75 e_lumo_ev="0.00 / -0.17" fmax_ev_per_a=3.9 total_energy_ha=-557.25638
C -0.274701 0.783017 -0.361759 -0.25 -0.89 -0.04 -0.104
C 1.093483 0.526106 -0.285456 0.54 -0.96 0.14 -0.005
C -2.609225 0.836418 -0.076041 -3.79 1.04 0.18 -0.414
C 3.181875 -0.570587 0.008667 -0.84 -1.91 2.48 -0.442
N -1.423115 0.064707 -0.104976 3.19 1.84 -0.84 -0.755
N 1.698723 -0.629805 -0.125573 0.51 0.69 0.55 -0.483
Si -1.416801 -1.438394 0.537205 -1.79 -2.48 1.61 0.930
H -0.498781 1.754426 -0.586132 -0.44 2.44 -0.54 0.175
H 1.633050 1.477508 -0.359276 0.34 -0.19 -0.13 0.160
H -3.315366 0.325574 0.635586 0.62 0.85 -0.41 0.218
H -2.522136 1.934427 0.221265 0.44 -1.64 -0.19 0.219
H -3.235711 0.836772 -1.016928 1.17 -0.10 0.47 0.208
H 3.653247 -1.536672 -0.193650 -0.57 -0.28 0.15 0.196
H 3.680933 0.029072 -0.639820 0.93 2.41 -2.37 0.179
H 3.627346 -0.275017 1.011167 -1.17 -0.27 -0.65 0.187
H -0.366487 -2.423153 0.660177 0.18 -0.08 -0.42 -0.092
H -2.906333 -1.694406 0.675549 0.95 -0.46 0.01 -0.177